# 1
{
  "formula": "C6H14O2Si",
  "method": "the ωB97M-V functional and the def2-TZVPD basis",
  "elements": ["O", "O", "C", "C", "C", "C", "C", "C", "Si", "H", "H", "H", "H", "H", "H", "H", "H", "H", "H", "H", "H", "H", "H"],
  "xyz": [[-0.182, -0.588, 2.450], [-0.811, -1.444, 0.450], [-0.233, -1.522, 1.691], [0.329, -2.857, 2.064], [1.468, 1.071, 0.253], [0.377, -0.069, -2.275], [-0.869, 2.611, -1.215], [-1.322, -0.150, 0.173], [-0.099, 0.935, -0.771], [1.267, -2.693, 2.575], [-0.350, -3.397, 2.741], [0.563, -3.474, 1.196], [2.266, 1.489, -0.365], [1.736, 0.141, 0.695], [1.378, 1.760, 1.087], [0.656, -1.039, -1.857], [1.175, 0.334, -2.901], [-0.568, -0.109, -2.825], [-1.671, 2.466, -1.922], [-1.269, 3.123, -0.349], [-0.077, 3.233, -1.639], [-2.282, -0.222, -0.370], [-1.481, 0.402, 1.114]],
  "forces_ev_per_angstrom": [[0.0, 0.0, -0.1], [0.6, -0.6, 1.2], [-0.3, 0.2, 0.0], [0.0, -0.6, -0.5], [-0.5, 1.4, -0.2], [-0.5, 0.5, 0.3], [0.7, -0.7, 0.4], [-0.8, 1.6, -0.3], [0.8, 0.0, -0.1], [0.1, 0.1, 0.3], [0.2, 0.3, -0.3], [-0.3, 0.0, 0.0], [0.1, -0.3, -0.1], [0.4, -0.9, 0.1], [-0.2, 0.2, 0.2], [-0.1, -0.1, -0.4], [-0.1, -0.1, 0.1], [0.3, -0.5, -0.4], [-0.2, 0.1, -0.4], [-0.1, 0.1, 0.3], [-0.2, 0.0, -0.1], [0.4, -0.3, 0.3], [-0.3, -0.4, -0.2]],
  "lowdin_charge": [0.082, -0.053, -0.536, 0.021, -0.167, -0.178, -0.165, -0.251, 0.534, 0.085, 0.100, 0.085, 0.035, 0.012, 0.034, 0.031, 0.032, 0.031, 0.021, 0.024, 0.032, 0.103, 0.090],
  "total_charge": 0,
  "spin_multiplicity": 1,
  "smiles": "CC(=O)OC[Si](C)(C)C",
  "fmax_ev_per_a": 1.76,
  "relative_energy_kj_mol": 0.0
}

---

# 2
{
  "formula": "C6H14O3",
  "method": "the ωB97M-V functional and the def2-TZVPD basis",
  "elements": ["C", "C", "C", "C", "C", "C", "O", "O", "O", "H", "H", "H", "H", "H", "H", "H", "H", "H", "H", "H", "H", "H", "H"],
  "xyz": [[-0.096, 0.195, 1.101], [-0.621, -0.237, -0.139], [1.746, 0.485, -0.048], [-2.375, -0.723, 0.856], [-0.290, -1.543, -0.793], [1.965, 1.104, -1.410], [0.272, -0.687, 2.042], [-0.382, 1.423, 1.573], [-1.138, 0.781, -0.941], [-0.998, 1.843, 0.947], [0.486, -0.206, 2.854], [-0.412, 1.154, -1.463], [2.143, 1.129, 0.739], [2.224, -0.490, 0.051], [-2.236, -1.706, 1.302], [-2.716, 0.015, 1.580], [-3.039, -0.746, -0.005], [0.416, -1.397, -1.611], [0.148, -2.233, -0.073], [-1.197, -1.986, -1.209], [1.654, 0.436, -2.222], [1.424, 2.051, -1.522], [3.022, 1.336, -1.610]],
  "forces_ev_per_angstrom": [[4.3, 1.3, -1.5], [-5.5, -1.6, 1.9], [-0.2, 0.1, 1.7], [1.2, 0.2, -1.7], [0.2, 0.1, 0.0], [-0.2, 0.0, -0.2], [-0.3, 0.1, -0.2], [-0.6, -0.3, 0.1], [0.6, 0.0, 0.2], [0.2, -0.1, 0.0], [0.0, 0.0, -0.2], [0.1, -0.1, 0.0], [0.2, 0.0, -0.1], [-0.1, -0.1, -0.1], [0.0, 0.1, 0.0], [0.3, 0.1, 0.0], [-0.1, -0.1, 0.1], [0.1, 0.0, 0.0], [0.0, 0.1, 0.0], [0.1, 0.1, 0.1], [0.0, 0.1, 0.0], [0.1, 0.0, 0.0], [-0.1, 0.0, 0.1]],
  "lowdin_charge": [-0.510, -0.433, -0.144, 0.020, -0.011, -0.181, 0.113, 0.098, 0.012, 0.129, 0.142, 0.085, 0.060, 0.062, 0.033, 0.031, 0.030, 0.081, 0.098, 0.091, 0.059, 0.065, 0.070],
  "total_charge": 0,
  "spin_multiplicity": 1,
  "fmax_ev_per_a": 6.07,
  "relative_energy_kj_mol": 468.8
}

---

# 3
{
  "formula": "C6H14O3",
  "method": "the ωB97M-V functional and the def2-TZVPD basis",
  "elements": ["C", "C", "C", "O", "H", "H", "H", "H", "H", "H", "H", "H", "C", "C", "C", "O", "O", "H", "H", "H", "H", "H", "H"],
  "xyz": [[-0.322, -0.775, -0.564], [-0.643, -0.889, -2.063], [0.737, -1.818, -0.207], [-1.496, -1.015, 0.182], [-1.990, -0.177, 0.198], [0.017, -0.182, 1.201], [0.244, -0.736, -2.675], [0.319, -2.814, -0.355], [-1.049, -1.880, -2.266], [-1.398, -0.163, -2.362], [1.036, -1.757, 0.837], [1.637, -1.678, -0.801], [-0.483, 1.089, 2.758], [1.290, 1.407, -0.930], [-0.009, 0.941, -0.357], [0.481, 0.467, 1.934], [-1.014, 1.598, -0.256], [0.048, 1.617, 3.552], [-1.078, 1.801, 2.176], [-1.170, 0.366, 3.215], [1.354, 1.183, -1.992], [1.366, 2.486, -0.810], [2.119, 0.927, -0.413]],
  "forces_ev_per_angstrom": [[0.0, 1.6, -0.7], [0.0, 0.2, 0.1], [-0.1, 0.6, 0.5], [0.2, 0.0, 0.4], [0.0, 0.0, -0.1], [1.2, 2.2, 3.6], [0.1, -0.1, -0.1], [0.0, 0.0, -0.2], [0.1, -0.1, 0.1], [0.0, 0.1, 0.1], [0.0, 0.0, 0.1], [-0.1, -0.1, -0.2], [-0.4, -0.1, -0.2], [0.3, 0.6, 0.9], [-0.8, -2.5, -2.5], [-0.9, -2.3, -2.3], [0.3, 0.0, 0.6], [0.0, 0.0, -0.1], [0.0, 0.1, 0.1], [0.1, 0.0, 0.0], [-0.2, -0.2, 0.0], [0.1, 0.0, 0.0], [0.1, 0.0, 0.0]],
  "lowdin_charge": [-0.528, -0.030, -0.018, -0.025, 0.100, 0.095, 0.079, 0.095, 0.091, 0.091, 0.081, 0.090, -0.149, 0.003, -0.382, -0.174, 0.071, 0.083, 0.072, 0.084, 0.088, 0.093, 0.090],
  "total_charge": 0,
  "spin_multiplicity": 1,
  "smiles": "CC(=O)C(C)(C)O.CO",
  "fmax_ev_per_a": 4.42,
  "relative_energy_kj_mol": 193.5
}

---

# 4
{
  "formula": "C6H14OS",
  "method": "the ωB97M-V functional and the def2-TZVPD basis",
  "elements": ["C", "C", "C", "C", "C", "C", "O", "S", "H", "H", "H", "H", "H", "H", "H", "H", "H", "H", "H", "H", "H", "H"],
  "xyz": [[-1.247, -2.344, -1.443], [1.268, 1.119, -1.129], [0.025, 0.249, 2.448], [-2.565, -0.243, -0.434], [1.366, 0.565, 0.326], [0.177, 0.581, 1.053], [-1.755, -2.079, 1.148], [-1.231, -1.413, -0.058], [-0.847, -3.363, -1.498], [-0.653, -1.765, -2.222], [1.718, 2.106, -1.094], [1.969, 0.525, -1.778], [0.138, 1.080, -1.434], [0.757, -0.453, 2.818], [0.070, 1.023, 3.288], [-0.997, -0.091, 2.621], [-2.154, 0.480, -1.157], [-3.369, -0.646, -0.909], [-2.876, 0.207, 0.511], [1.746, -0.522, 0.276], [2.222, 1.123, 0.810], [-0.559, 1.379, 0.775]],
  "forces_ev_per_angstrom": [[1.9, 0.1, -2.1], [-0.6, -1.1, 0.3], [-0.3, 0.0, 2.6], [2.6, 1.9, 0.2], [4.0, -1.4, -2.1], [-3.5, 2.2, 0.7], [0.6, -0.4, 0.1], [-1.7, 0.5, 1.3], [-0.4, 0.2, 0.8], [-1.1, -0.3, 0.6], [-0.6, 0.4, -0.4], [-1.2, 0.4, 0.3], [2.4, 0.3, 0.0], [0.0, -0.8, -0.1], [0.3, 0.1, -1.5], [0.1, -0.6, 0.0], [-0.1, 0.2, 0.5], [-2.1, -1.8, -1.1], [0.4, 0.1, -0.1], [-0.3, 1.3, 0.2], [-0.8, -0.5, 0.0], [0.5, -0.8, -0.2]],
  "lowdin_charge": [-0.247, -0.098, -0.133, -0.207, -0.342, -0.308, -0.481, 0.764, 0.021, 0.033, 0.056, 0.080, 0.088, 0.079, 0.107, 0.066, 0.053, 0.016, 0.066, 0.134, 0.133, 0.120],
  "total_charge": 0,
  "spin_multiplicity": 1,
  "fmax_ev_per_a": 4.75,
  "relative_energy_kj_mol": 507.1
}

---

# 5
{
  "formula": "C6H14OS2",
  "method": "the ωB97M-V functional and the def2-TZVPD basis",
  "elements": ["C", "C", "C", "C", "C", "C", "O", "S", "S", "H", "H", "H", "H", "H", "H", "H", "H", "H", "H", "H", "H", "H", "H"],
  "xyz": [[2.226, 0.289, -0.551], [1.590, 2.415, -2.030], [-2.476, 2.006, 0.333], [-1.530, -2.917, 1.601], [1.300, 1.311, -1.044], [-0.035, 1.192, -0.598], [0.728, -4.294, 1.577], [-1.162, 2.413, -0.945], [-0.533, -3.931, 0.569], [3.132, 0.907, -0.345], [2.039, -0.210, 0.317], [2.633, -0.544, -1.249], [2.669, 2.572, -2.132], [1.181, 3.343, -1.660], [1.132, 2.261, -2.989], [-2.144, 2.457, 1.332], [-2.517, 0.896, 0.293], [-3.441, 2.402, 0.096], [-2.090, -2.213, 0.818], [-0.721, -2.371, 2.062], [-2.239, -3.321, 2.355], [0.531, -5.123, 2.026], [-0.272, 0.461, 0.164]],
  "forces_ev_per_angstrom": [[4.1, 0.6, -3.1], [1.1, -0.5, 0.9], [2.0, -0.2, 0.7], [-1.2, 1.8, -1.2], [-5.3, -0.8, 0.5], [4.1, 0.3, -0.2], [0.1, 0.1, 0.2], [-2.2, 0.8, 0.2], [-0.2, -1.1, -0.9], [0.0, -0.7, 0.1], [-1.3, -1.0, 2.4], [-0.9, 1.5, 0.5], [-0.1, -0.1, -0.2], [-0.2, 0.4, 0.3], [-0.1, -0.3, -0.6], [-0.5, -1.0, -1.3], [-0.1, 0.8, 0.6], [-0.4, 0.4, -0.5], [1.0, -1.3, 1.9], [-0.3, 0.8, 0.6], [0.5, -0.1, -0.7], [0.0, -0.1, 0.0], [-0.1, -0.2, -0.1]],
  "lowdin_charge": [-0.097, -0.104, -0.356, -0.455, -0.402, -0.460, -0.480, 0.836, 0.776, 0.088, 0.031, 0.115, 0.079, 0.043, 0.074, 0.060, 0.023, 0.009, 0.076, 0.008, 0.044, 0.029, 0.063],
  "total_charge": 0,
  "spin_multiplicity": 1,
  "smiles": "CSC=C(C)C.CSO",
  "fmax_ev_per_a": 5.42,
  "relative_energy_kj_mol": 269.7
}